128
Properties=species:S:1:pos:R:3:lowdin_charge:R:1 method="wB97M-V/def2-TZVPD" smiles="CCOC(=O)CCC[C@H](OC(=O)CCCSC(=S)N1CCOCC1)[C@@H](Cl)CC.COP(=O)(OC)OC.COP(=O)(OC)OC.COP(=O)(OC)OC.COP(=O)(OC)OC" charge=0 orbital_gap_ev=6.3 largest_force_ev_per_a=8.96 homo_ev=-8.21
C -4.425 2.853 -4.797 -0.05
C -3.387 3.898 -5.242 -0.23
O -2.372 4.043 -4.246 -0.04
C -1.136 4.265 -4.816 -0.50
O -0.748 5.392 -4.985 0.12
C -0.339 3.018 -5.142 -0.09
C 0.805 3.307 -6.113 -0.17
C 2.189 2.803 -5.674 -0.12
C 2.616 3.097 -4.224 -0.31
O 2.247 1.960 -3.427 -0.02
C 3.065 1.735 -2.356 -0.46
O 4.257 1.572 -2.448 0.14
C 2.385 1.638 -1.006 -0.12
C 2.933 0.390 -0.261 -0.22
C 4.112 0.823 0.632 -0.49
S 3.659 0.905 2.380 0.89
C 4.504 2.368 2.982 -1.07
S 4.470 3.731 2.084 0.72
N 5.107 2.186 4.216 -0.18
C 6.095 3.216 4.551 -0.19
C 5.512 4.467 5.187 -0.19
O 4.707 4.209 6.340 -0.12
C 4.493 2.836 6.566 -0.21
C 4.119 2.043 5.324 -0.14
C 2.145 4.461 -3.659 -0.55
Cl 0.985 4.312 -2.292 0.76
C 3.356 5.240 -3.112 -0.28
C 3.041 6.700 -2.789 -0.11
H -4.055 2.414 -3.872 0.08
H -5.404 3.295 -4.644 0.06
H -4.504 2.054 -5.531 0.07
H -2.993 3.605 -6.216 0.12
H -3.900 4.855 -5.348 0.12
H -1.063 2.316 -5.558 0.12
H -0.025 2.600 -4.185 0.10
H 0.572 2.779 -7.039 0.11
H 0.889 4.355 -6.384 0.11
H 2.925 3.281 -6.323 0.12
H 2.313 1.731 -5.811 0.12
H 3.705 3.136 -4.235 0.13
H 1.313 1.487 -1.126 0.11
H 2.529 2.543 -0.420 0.10
H 2.132 -0.099 0.288 0.09
H 3.295 -0.322 -0.997 0.11
H 4.929 0.115 0.505 0.08
H 4.473 1.781 0.275 0.03
H 6.797 2.758 5.252 0.12
H 6.697 3.500 3.695 0.11
H 6.332 5.129 5.481 0.12
H 4.902 5.040 4.494 0.08
H 3.667 2.754 7.270 0.13
H 5.370 2.419 7.075 0.12
H 3.149 2.384 4.957 0.12
H 4.040 0.992 5.609 0.12
H 1.675 5.106 -4.397 0.10
H 3.656 4.748 -2.183 0.10
H 4.197 5.160 -3.802 0.12
H 2.925 7.282 -3.700 0.08
H 2.162 6.767 -2.153 0.05
H 3.864 7.090 -2.191 0.07
C 0.684 -5.796 -2.350 -0.12
O 1.335 -5.863 -1.072 -0.26
P 1.407 -4.437 -0.162 0.64
O 2.727 -3.990 -0.724 -0.27
O 1.561 -5.352 1.170 -0.27
C 2.580 -6.349 1.222 -0.10
O 1.284 -3.081 0.826 -0.25
C 0.000 -2.834 1.451 -0.11
H 0.710 -6.790 -2.791 0.08
H -0.357 -5.489 -2.242 0.08
H 1.210 -5.100 -3.007 0.08
H 3.428 -6.094 0.586 0.09
H 2.171 -7.312 0.915 0.08
H 2.915 -6.423 2.255 0.09
H -0.279 -3.660 2.106 0.07
H -0.772 -2.691 0.693 0.08
H 0.081 -1.925 2.042 0.08
C -5.399 -5.706 1.509 -0.11
O -4.696 -5.969 2.738 -0.23
P -4.277 -4.657 3.669 0.52
O -2.958 -4.251 3.127 -0.25
O -4.199 -5.575 4.996 -0.26
C -3.220 -6.613 5.063 -0.10
O -4.722 -3.347 4.564 -0.22
C -6.086 -3.276 5.032 -0.10
H -5.611 -6.661 1.036 0.09
H -6.342 -5.194 1.702 0.08
H -4.780 -5.104 0.841 0.09
H -2.351 -6.379 4.449 0.08
H -3.656 -7.558 4.737 0.08
H -2.909 -6.706 6.101 0.09
H -6.312 -4.120 5.686 0.09
H -6.784 -3.258 4.194 0.08
H -6.194 -2.353 5.595 0.09
C -8.016 6.423 -8.766 -0.12
O -9.108 5.699 -8.174 -0.26
P -8.789 4.841 -6.757 0.62
O -8.409 3.578 -7.473 -0.27
O -10.342 4.894 -6.308 -0.26
C -11.338 4.429 -7.217 -0.10
O -8.339 4.214 -5.267 -0.24
C -8.204 5.121 -4.152 -0.12
H -8.392 6.928 -9.652 0.09
H -7.626 7.171 -8.076 0.08
H -7.220 5.733 -9.056 0.08
H -10.937 3.673 -7.891 0.09
H -11.736 5.262 -7.795 0.08
H -12.141 3.992 -6.627 0.09
H -9.154 5.615 -3.938 0.08
H -7.435 5.869 -4.350 0.08
H -7.907 4.538 -3.284 0.09
C 3.465 -4.325 6.433 -0.11
O 3.766 -5.549 7.129 -0.25
P 4.800 -6.628 6.365 0.58
O 3.767 -7.386 5.597 -0.26
O 5.211 -7.289 7.785 -0.26
C 4.187 -7.832 8.615 -0.11
O 6.131 -7.307 5.633 -0.23
C 7.418 -6.689 5.843 -0.11
H 2.804 -3.736 7.064 0.09
H 4.372 -3.750 6.245 0.08
H 2.961 -4.541 5.489 0.08
H 3.336 -8.169 8.024 0.09
H 3.859 -7.087 9.340 0.08
H 4.612 -8.681 9.148 0.09
H 7.682 -6.697 6.902 0.08
H 7.421 -5.664 5.468 0.08
H 8.156 -7.264 5.290 0.09



48
Properties=species:S:1:pos:R:3:lowdin_charge:R:1 method="wB97M-V/def2-TZVPD" charge=+2 relative_energy_kcal_mol=0.00 spin_multiplicity=2 s_squared=0.754 orbital_gap_ev="8.0 / 8.2" largest_force_ev_per_a=7.70 homo_ev="-16.10 / -16.10"
C 1.673 2.345 -0.705 -0.10
H 2.494 2.981 -0.346 0.11
H 2.033 1.837 -1.613 0.08
H 1.480 1.586 0.107 0.03
C 0.469 3.251 -0.980 -0.32
H -0.403 2.656 -1.282 0.09
H 0.186 3.729 -0.034 0.11
C 0.705 4.365 -2.014 -0.08
H -0.216 4.934 -2.143 0.09
H 1.480 5.062 -1.686 0.09
H 0.998 3.974 -2.990 0.08
C -0.853 -1.997 0.070 -0.26
C -1.496 -1.154 -0.921 -0.28
C -0.533 -0.839 -1.975 -0.25
C 0.734 -1.449 -1.610 -0.26
C 0.539 -2.150 -0.335 -0.28
C 1.499 -3.125 0.244 0.01
C 1.991 -1.444 -2.421 0.01
C -0.825 -0.079 -3.233 0.01
C -2.964 -0.922 -0.999 0.01
C -1.555 -2.744 1.169 0.01
Ti 0.128 -0.153 -0.097 1.17
H 2.865 -1.762 -1.845 0.09
H 1.912 -2.116 -3.287 0.12
H 2.232 -0.450 -2.820 0.09
H 2.526 -2.863 -0.043 0.10
H 1.476 -3.152 1.337 0.08
H 1.302 -4.151 -0.106 0.13
H -2.423 -2.187 1.538 0.10
H -1.949 -3.727 0.881 0.12
H -0.901 -2.933 2.024 0.08
H -3.178 -0.040 -1.620 0.09
H -3.493 -1.782 -1.440 0.13
H -3.409 -0.738 -0.017 0.09
H -0.045 0.651 -3.484 0.09
H -0.908 -0.755 -4.095 0.12
H -1.765 0.481 -3.177 0.09
Cl -1.495 2.973 4.352 0.77
C -0.741 1.512 3.837 -0.62
C -0.233 0.617 4.791 -0.01
C 0.385 -0.555 4.326 0.01
C 0.495 -0.775 2.957 -0.10
N 0.034 0.115 2.053 -0.06
C -0.635 1.237 2.479 -0.11
H -0.329 0.844 5.852 0.14
H 0.789 -1.306 5.011 0.14
H 0.975 -1.700 2.572 0.11
H -1.054 1.899 1.718 0.12



63
Properties=species:S:1:pos:R:3:lowdin_charge:R:1 method="wB97M-V/def2-TZVPD" charge=0 relative_energy_kcal_mol=1.96 orbital_gap_ev=8.7 largest_force_ev_per_a=1.74 homo_ev=-8.51
K -0.369 -0.098 0.319 0.82
C 0.244 2.649 -2.935 -0.08
N -0.210 1.533 -3.772 -0.28
C 0.764 1.267 -4.837 -0.09
P -0.827 0.222 -3.015 0.45
O 0.004 -0.368 -1.938 -0.41
O -2.264 0.750 -2.476 -0.25
P -2.795 1.632 -1.232 0.43
O -1.780 1.710 -0.153 -0.37
N -4.189 0.861 -0.907 -0.28
C -4.143 -0.595 -0.679 -0.08
C -5.058 1.500 0.093 -0.07
N -3.146 3.103 -1.818 -0.30
C -2.749 4.320 -1.120 -0.09
C -4.078 3.288 -2.919 -0.09
N -1.251 -0.846 -4.155 -0.30
C -0.485 -2.066 -4.384 -0.08
C -2.174 -0.495 -5.224 -0.09
H 0.314 3.543 -3.556 0.09
H 1.227 2.444 -2.502 0.10
H -0.448 2.858 -2.121 0.06
H 0.912 2.183 -5.409 0.09
H 0.400 0.504 -5.519 0.06
H 1.735 0.956 -4.436 0.10
H -3.505 -1.090 -1.406 0.06
H -5.150 -0.998 -0.789 0.09
H -3.789 -0.815 0.335 0.08
H -5.097 2.579 -0.056 0.08
H -4.711 1.282 1.106 0.10
H -6.069 1.111 -0.031 0.09
H -2.095 4.083 -0.287 0.08
H -3.633 4.839 -0.737 0.09
H -2.223 4.996 -1.800 0.09
H -4.331 2.336 -3.382 0.08
H -3.646 3.935 -3.685 0.09
H -5.007 3.745 -2.565 0.09
H 0.161 -2.277 -3.536 0.08
H 0.125 -1.970 -5.288 0.08
H -1.168 -2.907 -4.511 0.09
H -2.726 0.411 -4.983 0.08
H -2.898 -1.297 -5.379 0.09
H -1.637 -0.331 -6.164 0.08
Cl -3.671 -4.846 -0.031 0.50
C -2.567 -3.771 0.864 -0.96
Cl -1.403 -2.951 -0.217 0.55
H -2.000 -4.350 1.580 0.03
H -3.153 -3.005 1.357 0.00
O -1.738 -2.774 3.977 -0.31
S -1.854 -1.395 3.573 0.59
O -3.171 -0.971 3.134 -0.33
N -0.734 -0.974 2.519 -0.20
C 0.045 0.063 2.961 -0.55
O 0.886 0.661 2.288 -0.06
C -0.276 0.429 4.398 -0.13
C 0.345 1.347 5.220 -0.01
C -0.121 1.478 6.524 -0.07
C -1.184 0.700 6.984 -0.07
C -1.807 -0.228 6.156 -0.03
C -1.326 -0.330 4.865 -0.23
H 1.175 1.935 4.848 0.12
H 0.347 2.185 7.197 0.10
H -1.522 0.822 8.006 0.10
H -2.627 -0.839 6.510 0.12



11
Properties=species:S:1:pos:R:3:lowdin_charge:R:1 method="wB97M-V/def2-TZVPD" charge=0 relative_energy_kcal_mol=2.05 orbital_gap_ev=9.7 largest_force_ev_per_a=4.28 homo_ev=-9.97
C 1.216 0.511 -0.178 -0.08
C 2.120 -0.545 0.073 -0.16
C -0.015 -0.066 -0.135 -0.15
C -2.126 0.458 -0.071 -1.21
N 1.434 -1.631 0.248 0.05
O 0.072 -1.370 0.148 -0.07
F -2.611 0.060 -1.269 -0.05
Cl -2.382 2.150 0.151 0.68
Cl -2.584 -0.516 1.225 0.74
H 1.714 1.571 -0.159 0.14
H 3.163 -0.622 -0.034 0.10



52
Properties=species:S:1:pos:R:3:lowdin_charge:R:1 method="wB97M-V/def2-TZVPD" smiles="N=[PH2][C@@]1(CCF)OC(=O)O[C@H]1N.O=S1(=O)CCCC1.O=S1(=O)CCCC1" charge=0 orbital_gap_ev=9.5 largest_force_ev_per_a=5.35 homo_ev=-8.92
N -1.678 -2.874 0.193 -0.31
P -2.097 -2.165 -1.205 0.81
C -3.081 -0.569 -0.926 -0.47
C -2.266 0.451 0.002 -0.11
C -0.985 1.122 -0.686 -0.16
F -1.191 1.578 -2.039 -0.10
O -3.518 -0.160 -2.246 -0.04
C -4.802 0.511 -2.217 -0.36
O -5.416 0.995 -3.175 0.14
O -5.132 0.504 -0.817 -0.01
C -4.543 -0.718 -0.239 -0.27
N -5.449 -1.791 -0.731 0.06
H -2.104 -3.823 0.234 -0.03
H -0.919 -1.795 -1.970 0.03
H -2.959 -3.032 -1.989 0.02
H -2.960 1.284 0.394 0.14
H -1.873 -0.104 0.939 0.14
H -0.075 0.421 -0.664 0.12
H -0.704 2.052 -0.059 0.13
H -4.602 -0.737 0.897 0.17
H -6.417 -1.430 -0.821 0.10
H -5.109 -2.163 -1.630 0.06
O 0.501 -2.273 4.161 -0.32
S 1.318 -2.408 2.976 0.65
O 1.214 -1.496 1.860 -0.34
C 3.027 -2.513 3.477 -0.24
C 3.261 -4.001 3.705 -0.23
C 2.570 -4.713 2.540 -0.22
C 1.182 -4.089 2.379 -0.23
H 3.191 -1.910 4.370 0.11
H 3.640 -2.140 2.653 0.11
H 4.327 -4.237 3.750 0.11
H 2.806 -4.311 4.650 0.12
H 3.151 -4.561 1.624 0.12
H 2.500 -5.790 2.709 0.11
H 0.864 -4.077 1.336 0.09
H 0.438 -4.605 2.989 0.11
O 2.389 2.615 -0.045 -0.33
S 3.115 3.486 -0.941 0.66
O 4.557 3.476 -1.027 -0.33
C 2.439 3.300 -2.582 -0.23
C 1.309 4.319 -2.642 -0.22
C 1.858 5.586 -1.982 -0.22
C 2.550 5.165 -0.685 -0.23
H 2.101 2.274 -2.731 0.11
H 3.228 3.544 -3.297 0.11
H 0.989 4.503 -3.669 0.12
H 0.444 3.954 -2.078 0.11
H 2.584 6.060 -2.651 0.12
H 1.068 6.315 -1.788 0.12
H 3.406 5.803 -0.459 0.10
H 1.856 5.163 0.157 0.11



90
Properties=species:S:1:pos:R:3:lowdin_charge:R:1 method="wB97M-V/def2-TZVPD" charge=-2 relative_energy_kcal_mol=17.13 orbital_gap_ev="6.4 / 6.4" largest_force_ev_per_a=0.76 homo_ev="-2.66 / -2.67"
Fe 0.186 -0.313 1.291 0.47
O 1.049 -1.290 2.756 -0.20
C 1.475 -2.500 2.610 -0.36
C 2.539 -2.962 3.426 -0.02
C 3.010 -4.251 3.353 -0.11
C 2.446 -5.180 2.470 -0.13
C 1.398 -4.769 1.674 -0.07
C 0.904 -3.457 1.711 -0.15
C -0.233 -3.145 0.874 -0.08
N -0.628 -1.947 0.666 -0.06
N -1.780 -1.790 -0.100 0.09
C -2.119 -0.529 -0.103 -0.50
O -1.498 0.414 0.520 -0.16
C -3.351 -0.170 -0.866 -0.15
C -3.942 -1.074 -1.747 -0.04
C -5.077 -0.715 -2.455 -0.10
C -5.636 0.546 -2.287 -0.12
C -5.049 1.450 -1.413 -0.10
C -3.908 1.096 -0.708 -0.03
H 2.979 -2.242 4.106 0.11
H 3.836 -4.550 3.990 0.09
H 2.823 -6.193 2.413 0.08
H 0.935 -5.470 0.986 0.10
H -0.783 -3.962 0.410 0.12
H -3.491 -2.049 -1.865 0.10
H -5.526 -1.419 -3.146 0.09
H -6.521 0.826 -2.846 0.09
H -5.475 2.437 -1.284 0.10
H -3.429 1.787 -0.028 0.11
O 2.522 5.760 3.708 -0.08
C 3.194 4.929 3.060 -0.70
O 4.383 4.972 2.699 -0.06
C 2.407 3.668 2.615 -0.09
C 1.068 3.517 2.961 0.00
C 0.380 2.385 2.567 -0.11
N 0.959 1.415 1.858 0.04
C 2.239 1.555 1.497 -0.16
C 2.993 2.658 1.857 0.07
C 2.749 0.436 0.612 -0.60
O 3.898 0.465 0.182 0.03
O 1.868 -0.461 0.328 -0.15
H 0.592 4.300 3.536 0.11
H -0.665 2.230 2.809 0.09
H 4.025 2.738 1.547 0.12
C -2.437 -0.159 6.393 -0.38
Sb -1.205 -0.521 4.630 1.30
C 0.591 0.095 5.621 -0.33
C -1.082 -2.621 5.076 -0.33
H -2.018 -0.664 7.266 -0.01
H -3.451 -0.524 6.225 -0.02
H -2.486 0.912 6.594 -0.02
H 0.820 -0.595 6.434 0.00
H 0.457 1.099 6.024 0.00
H 1.401 0.099 4.895 -0.01
H -0.660 -2.758 6.073 0.00
H -0.459 -3.134 4.346 -0.02
H -2.086 -3.047 5.051 -0.01
C -1.446 4.355 -5.174 -0.20
Si -1.355 2.998 -3.858 0.37
C -2.606 1.665 -4.294 -0.18
C -1.763 3.757 -2.191 -0.19
C 0.368 2.260 -3.831 -0.61
Te 0.592 0.959 -2.125 1.33
C 2.458 0.146 -2.796 -0.56
Si 2.305 -1.607 -3.413 0.39
C 4.032 -2.255 -3.827 -0.19
C 1.529 -2.723 -2.130 -0.18
C 1.263 -1.618 -4.991 -0.20
H -2.448 4.790 -5.222 0.02
H -1.206 3.956 -6.163 0.02
H -0.741 5.160 -4.958 0.02
H -3.620 2.070 -4.330 0.02
H -2.598 0.866 -3.549 0.01
H -2.381 1.220 -5.267 0.03
H -2.765 4.196 -2.201 0.03
H -1.049 4.541 -1.930 0.04
H -1.730 3.016 -1.388 0.00
H 1.131 3.039 -3.762 0.00
H 0.540 1.680 -4.741 0.00
H 3.132 0.209 -1.937 -0.01
H 2.819 0.830 -3.568 0.01
H 4.653 -2.244 -2.928 0.03
H 4.523 -1.631 -4.579 0.02
H 3.999 -3.280 -4.205 0.02
H 2.058 -2.625 -1.178 0.03
H 1.553 -3.770 -2.448 0.03
H 0.488 -2.444 -1.948 0.01
H 1.721 -1.002 -5.769 0.02
H 0.268 -1.216 -4.783 0.01
H 1.143 -2.630 -5.387 0.02